# 1
62
Properties=species:S:1:pos:R:3:forces:R:3 method="wB97M-V/def2-TZVPD" max_force_ev_per_a=5.19 total_charge=-4 homo_energy_ev=5.11
Ca 1.684992 0.361972 -0.519757 -0.2 1.4 1.7
P 2.658152 -1.497788 -2.372987 1.5 -3.5 -1.9
O 3.358352 -0.701708 -1.304437 2.0 0.6 2.3
O 2.950682 -3.098278 -2.278787 -1.6 2.8 0.1
O 3.095882 -0.978148 -3.718877 -0.1 0.0 -1.7
O 1.168662 -0.967868 -2.132847 -2.5 -1.7 -0.3
C -0.820718 -2.828568 -3.684877 -1.4 0.8 0.4
C -1.879098 -1.910408 -2.951257 1.6 0.6 0.3
C -3.374048 -2.338568 -3.155457 1.9 -1.5 -0.3
O -4.061728 -2.798548 -2.001287 -0.1 0.9 -0.2
C -5.422668 -2.482528 -2.088997 -0.4 -0.7 -0.5
N -1.406798 -1.706638 -1.511257 -2.9 -0.7 -1.1
H -1.841308 -0.870598 -1.147477 -0.1 0.5 0.8
H -1.638278 -2.505298 -0.937967 0.1 -0.1 0.4
H -0.418928 -1.503648 -1.456497 3.1 0.3 -0.8
H -1.141558 -2.913308 -4.723137 -0.1 -0.1 -0.2
H -0.811578 -3.819528 -3.230977 0.1 -0.1 0.1
H 0.173152 -2.381388 -3.666177 0.1 0.1 0.4
H -1.801958 -0.896948 -3.345017 0.3 -0.1 -0.2
H -3.220638 -3.206798 -3.796347 -0.4 -0.5 -0.2
H -3.928228 -1.672358 -3.816617 -0.2 0.7 0.7
H -5.968778 -3.195138 -1.470887 0.0 0.5 0.5
H -5.802018 -2.680458 -3.091497 0.0 -0.2 -0.5
H -5.664648 -1.430278 -1.939607 0.2 0.1 0.7
N 0.618962 -2.572768 1.867203 2.3 2.5 -1.9
O 1.134492 -1.630368 1.240283 0.1 0.7 -0.6
O 1.203382 -3.623408 1.892783 1.3 -3.5 0.5
O -0.413318 -2.397308 2.447793 -4.0 0.1 2.1
N 2.196602 3.514372 -2.378767 -1.7 -2.0 -2.0
O 1.840072 3.988032 -3.500167 0.2 0.6 0.3
O 1.712862 2.424732 -2.036457 -0.9 -0.6 0.3
O 3.006652 4.035802 -1.678517 2.2 2.3 1.5
C 3.770462 0.812012 2.187743 -3.9 -0.4 -3.4
O 3.279062 0.274172 3.419653 0.9 1.1 1.5
O 2.591852 1.253612 1.513453 3.8 0.0 1.5
C 4.931772 1.844372 2.277983 -0.8 0.5 -1.5
F 6.094182 1.341482 2.707743 1.2 -1.2 0.5
F 5.300412 2.512002 1.120203 -0.8 -1.1 0.5
F 4.652772 2.793422 3.122573 -0.7 2.0 1.8
C 4.041052 -0.708558 4.047433 -0.3 -1.0 -0.1
C 3.256212 -1.330718 5.217063 -0.9 0.9 0.2
H 2.434242 -1.965068 4.885323 0.6 -0.7 -0.3
H 3.870832 -1.717638 6.029863 0.3 -0.8 -0.4
H 2.635632 -0.636868 5.784123 0.2 1.1 -0.2
H 5.046952 -0.430548 4.362033 0.2 0.7 0.4
H 4.235422 -1.495358 3.318543 0.0 -0.4 -0.2
H 4.221682 -0.033598 1.668653 0.3 -0.4 -0.4
C -1.525578 2.112862 -0.137227 3.0 -3.4 1.8
O -2.420128 2.275192 0.951453 -1.0 2.3 1.3
O -0.699698 0.982302 0.234303 -2.6 2.1 -2.8
C -2.479308 2.087352 -1.364717 3.2 0.8 -0.3
F -3.206508 0.998582 -1.470267 -1.2 -1.1 -0.2
F -3.280098 3.169662 -1.390247 -0.9 0.2 0.2
F -1.749308 2.206782 -2.517777 -0.5 -0.5 0.4
C -2.322338 3.470432 1.770513 -1.0 -1.3 0.3
C -3.607108 3.440202 2.706993 0.7 0.4 -1.4
H -3.530898 4.126942 3.550023 0.4 -0.4 0.4
H -4.532678 3.762622 2.230043 0.0 0.0 -0.6
H -3.754668 2.386752 2.944803 0.2 0.2 0.5
H -2.160118 4.378832 1.190333 -0.6 0.1 -0.3
H -1.461568 3.447842 2.438833 0.3 -0.5 0.0
H -0.819158 2.924662 -0.310577 -0.3 0.8 0.0

---

# 2
48
Properties=species:S:1:pos:R:3:forces:R:3 method="wB97M-V/def2-TZVPD" max_force_ev_per_a=2.58 multiplicity=2 total_charge=-1 homo_energy_ev="0.54 / -8.09" e_above_lowest_kj_mol=25.6
Cl 1.755730 -0.731303 -4.845979 0.2 0.1 0.2
C 2.492020 -0.513543 -3.218689 -0.5 0.4 0.0
C 2.119390 0.908107 -2.700529 0.6 -1.4 -1.8
Cl 2.800430 1.099577 -1.125689 0.3 0.2 1.7
H 3.569130 -0.661073 -3.297249 -0.1 0.3 -0.1
H 2.107360 -1.327433 -2.604089 -0.2 0.3 0.1
H 1.040820 1.061787 -2.734549 0.2 0.0 0.2
H 2.655280 1.634047 -3.312029 -0.5 0.0 -0.2
Cl -0.593880 0.536217 3.040181 0.3 -0.7 -0.1
C 0.046560 0.654647 1.357941 0.0 2.5 -0.4
C -0.412080 -0.389713 0.407031 -0.3 -1.9 1.6
Cl 0.478690 -1.856093 0.987261 0.2 -0.7 -0.2
H 1.125020 0.812247 1.370981 -0.2 -0.4 0.2
H -0.384220 1.628087 1.123551 0.1 -0.1 -0.6
H -0.227290 -0.429723 -0.666449 0.0 1.1 0.2
H -1.447570 -0.612653 0.664251 -0.1 0.1 -0.6
Cl -2.151870 -3.686053 4.863951 0.4 0.1 -0.5
C -1.875490 -3.381673 3.081751 0.7 0.0 0.0
C -0.962290 -4.478483 2.455541 -1.6 -0.3 1.2
Cl 0.608430 -4.636243 3.340701 -0.6 0.1 -0.6
H -1.432020 -2.395123 2.947031 -0.2 0.0 0.3
H -2.910330 -3.395773 2.739671 0.5 -0.2 -0.6
H -0.803170 -4.457683 1.377421 0.1 0.7 0.2
H -1.584200 -5.353733 2.643331 0.7 -0.6 0.0
Cl -1.105650 2.695827 -1.302539 -0.6 -1.1 0.9
C 0.031730 3.902127 -1.816999 -0.5 0.8 -1.6
C -0.465000 4.259237 -3.267169 0.7 0.9 1.1
Cl 0.063400 2.966407 -4.386049 -0.5 0.7 0.0
H 1.037830 3.483097 -1.800389 -0.1 0.1 -0.1
H -0.022930 4.747607 -1.131229 0.0 0.1 -0.2
H -0.155060 5.256447 -3.579619 1.1 -0.3 -0.3
H -1.537830 4.450817 -3.287619 -0.2 -1.0 0.1
Cl -3.981550 -2.207143 0.669051 -0.7 0.2 -0.4
C -4.767290 -2.933183 -0.794179 0.5 -1.1 0.1
C -3.830660 -4.095563 -1.208569 -0.5 1.7 -1.3
Cl -3.754940 -5.391133 -0.098319 0.1 -1.4 1.8
H -4.889770 -2.182763 -1.575179 0.5 0.1 0.0
H -5.775250 -3.288573 -0.580139 0.2 0.0 0.5
H -2.836300 -3.658013 -1.297419 0.0 -0.2 -0.3
H -4.144070 -4.613723 -2.114869 0.0 0.8 -0.3
Cl 4.955130 5.088007 2.197451 0.2 0.4 0.1
C 4.488090 3.396527 2.175461 -1.0 -0.8 -0.5
C 3.169030 3.095287 2.886921 -0.2 0.1 -0.7
Cl 1.684120 3.521937 1.861381 1.1 0.1 0.7
H 5.269830 2.752617 2.578411 0.1 0.3 0.2
H 4.353800 3.103807 1.134121 0.1 0.1 0.0
H 3.074520 3.609917 3.843121 -0.1 -0.1 -0.2
H 3.124370 2.011987 2.999001 -0.2 0.1 0.2

---

# 3
46
Properties=species:S:1:pos:R:3:forces:R:3 method="wB97M-V/def2-TZVPD" max_force_ev_per_a=3.57 homo_energy_ev=-10.57 smiles="CCOC(=O)OC.CCOC(=O)OC.ClCCCl.ClCCCl"
C -6.634050 -8.248740 -15.238250 0.0 -0.6 -0.8
C -8.023550 -8.112330 -15.878720 0.9 0.0 1.4
O -7.957890 -8.038850 -17.330040 -0.4 0.7 0.5
C -7.412090 -7.014700 -18.012320 2.3 1.6 0.6
O -6.865880 -5.987900 -17.560940 -1.8 -2.8 -1.2
O -7.442880 -7.393730 -19.316650 -0.2 -1.0 0.1
C -6.539980 -6.839810 -20.287240 -0.5 2.0 0.5
H -6.274080 -9.216740 -15.586810 0.7 0.2 0.0
H -6.622810 -8.290580 -14.149110 -0.5 0.1 0.0
H -5.993390 -7.413770 -15.521950 0.1 -0.2 -0.2
H -8.488510 -7.336500 -15.270440 -0.6 0.8 -1.2
H -8.594360 -9.013630 -15.655260 0.0 0.0 -0.5
H -6.878370 -5.808500 -20.387190 0.8 0.5 0.3
H -6.661650 -7.152270 -21.324390 -0.5 -1.3 0.5
H -5.497490 -6.931090 -19.982320 -0.2 0.1 0.1
C -14.079740 -12.553470 -12.984250 -0.7 0.9 -0.9
C -15.255200 -13.279500 -12.370090 0.4 1.3 0.0
O -15.809070 -14.233530 -13.278610 -0.1 -1.7 0.8
C -16.597410 -13.871730 -14.291120 0.6 3.4 0.1
O -16.736050 -12.673460 -14.589240 -0.6 -2.8 0.1
O -17.074170 -14.959130 -14.888260 -0.7 -0.8 0.5
C -18.332260 -14.895180 -15.591150 0.3 2.0 -1.4
H -13.350530 -12.279430 -12.221850 0.1 0.0 -0.3
H -14.496620 -11.679430 -13.484630 0.4 0.4 0.1
H -13.652660 -13.116860 -13.813890 0.3 -0.3 0.4
H -16.025700 -12.580590 -12.044580 -0.2 0.1 -0.3
H -14.840170 -13.647560 -11.431800 -0.7 -1.6 -0.3
H -19.142940 -14.412800 -15.045070 0.2 -0.5 0.6
H -18.650050 -15.809320 -16.092600 0.6 -0.4 0.9
H -18.180100 -14.199550 -16.416410 0.1 0.1 -0.2
Cl -13.183910 -9.931110 -17.687180 0.5 0.3 0.0
C -13.320970 -11.620100 -18.184930 -0.8 -0.9 0.4
C -14.530540 -11.703930 -19.124310 1.0 0.2 0.2
Cl -14.938720 -13.385850 -19.383340 -0.3 -0.9 0.0
H -13.570320 -12.212430 -17.304550 -0.2 0.3 0.2
H -12.387900 -12.093840 -18.489990 0.0 0.7 -0.7
H -14.332370 -11.319180 -20.124710 -0.1 0.4 0.3
H -15.346560 -11.203050 -18.603420 -0.1 0.0 -0.4
Cl -13.466600 -10.931840 -24.611290 -0.4 0.1 -0.3
C -12.595310 -9.384050 -24.619740 1.1 -0.7 -0.1
C -11.546230 -9.419990 -23.510270 -0.2 0.3 0.7
Cl -10.487680 -10.952770 -23.359580 -1.0 1.7 -0.4
H -13.308330 -8.571090 -24.482600 0.1 -0.1 0.3
H -12.089440 -9.233340 -25.573410 -0.3 -0.3 -0.1
H -12.081600 -9.271320 -22.572530 0.2 -0.6 0.2
H -10.923010 -8.529050 -23.587230 0.5 -0.4 -0.2

---

# 4
47
Properties=species:S:1:pos:R:3:forces:R:3 method="wB97M-V/def2-TZVPD" max_force_ev_per_a=1.33 homo_energy_ev=-7.67 e_above_lowest_kj_mol=0.0
Mg 0.319730 -1.272439 0.285745 -0.3 0.2 -0.1
I 2.769408 -2.371374 0.257072 0.5 -0.3 0.0
Cl -1.190739 -2.734265 1.198291 -0.3 -0.4 0.1
C -0.733100 0.209997 -3.462363 -0.4 0.5 0.1
O -0.393222 -1.120001 -3.830349 0.0 -0.2 0.1
C -0.080799 -1.953832 -2.841310 0.1 -0.1 -0.3
O -0.195787 -1.708179 -1.664331 -0.1 0.3 0.1
O 0.348638 -3.077577 -3.354486 -0.1 -0.1 0.0
C 0.653042 -4.147583 -2.436393 0.1 -0.7 -0.1
H -1.038140 0.289048 -2.419659 0.3 -0.1 0.1
H -1.585911 0.527739 -4.061264 0.1 -0.2 -0.2
H 0.118291 0.853206 -3.683209 0.0 0.0 0.1
H 0.184912 -5.049439 -2.833064 -0.1 0.2 -0.1
H 0.285803 -3.956199 -1.433796 0.1 0.2 0.0
H 1.726655 -4.314208 -2.443134 0.0 0.3 0.2
C 1.122645 -2.100770 3.885418 -0.9 -0.7 0.7
O 0.860712 -0.715887 4.217851 0.3 0.1 -0.1
C 0.689005 0.083233 3.194760 0.1 -0.3 0.2
O 0.587082 -0.256933 2.035199 0.0 0.5 0.0
O 0.657845 1.339869 3.613363 -0.1 0.0 0.2
C 0.448586 2.332674 2.612475 0.4 -0.2 -0.3
H 1.352082 -2.599591 4.826463 0.4 0.4 0.0
H 1.916148 -2.197980 3.156160 0.0 0.0 -0.1
H 0.186661 -2.570216 3.576560 0.2 0.2 -0.6
H 1.110375 2.152845 1.763542 -0.1 0.0 0.0
H 0.724107 3.270446 3.080671 -0.2 0.1 0.0
H -0.581719 2.308908 2.266079 0.0 0.1 0.1
C 3.147839 1.091048 -1.542326 0.6 -0.3 0.7
C 1.751698 1.356359 -1.079611 0.2 0.2 -0.4
O 1.057510 0.477230 -0.625845 -0.2 0.2 0.2
C 1.208323 2.760655 -1.233362 0.1 -0.7 -0.2
H 3.829659 1.807721 -1.073036 -0.1 0.2 -0.3
H 3.248789 1.140170 -2.625586 -0.1 0.2 0.0
H 3.464852 0.107448 -1.192774 -0.2 -0.1 -0.2
H 1.410080 3.080237 -2.257451 0.0 0.2 0.0
H 1.749877 3.422021 -0.557950 -0.2 0.1 0.0
H 0.138620 2.709680 -1.048196 0.0 0.3 0.1
C -3.603874 -0.051732 1.229597 -0.1 0.2 -0.3
C -2.588781 0.846686 0.578741 -0.4 -0.6 0.4
O -1.578018 0.390970 0.091962 0.3 0.4 -0.2
C -2.907810 2.312074 0.498489 0.2 0.5 -0.6
H -3.996681 0.411933 2.134613 0.0 -0.1 0.1
H -3.171006 -1.036812 1.384879 0.0 0.0 0.1
H -4.448424 -0.135870 0.535208 0.0 0.0 0.0
H -3.517054 2.705210 1.307895 0.0 -0.2 0.1
H -3.465087 2.484865 -0.429995 -0.1 -0.1 0.1
H -1.992833 2.898614 0.398469 0.0 -0.1 0.1